# 1
Density functional theory data (ωB97M-V/def2-TZVPD) for a structure of composition C24H84FNiO30.

As for the highest occupied orbital energy (alpha / beta): -11.3102 / -11.3189 eV. The net charge is +1. The value obtained for the frontier orbital gap (alpha / beta) is 10.0 / 10.0 eV. Its multiplicity is 3.

Geometry (Å):
Ni 0.53 -21.28 7.56
F 0.75 -22.19 9.38
O 1.99 -20.00 7.98
H 1.61 -19.06 7.96
H 2.86 -19.98 8.39
O 0.65 -20.44 5.74
H 1.58 -20.24 5.40
H 0.23 -19.57 5.70
O -0.82 -19.95 8.23
H -1.35 -20.26 9.05
H -0.59 -18.99 8.30
O 0.05 -24.51 5.02
H -0.18 -24.80 4.13
H 1.00 -24.32 5.13
O -1.02 -22.48 6.89
H -0.97 -23.32 6.38
H -1.58 -22.60 7.66
O 1.91 -22.73 6.94
H 2.48 -22.94 7.70
H 2.46 -22.58 6.18
C -2.03 -25.16 9.31
C -0.66 -25.61 8.90
O 0.32 -24.99 9.68
O -2.07 -23.69 9.39
H -2.26 -25.56 10.29
H -2.72 -25.40 8.47
H -0.50 -25.50 7.82
H -0.51 -26.70 9.06
H 0.45 -24.09 9.34
H -1.40 -23.48 10.06
C 2.34 -22.70 12.65
C 1.36 -23.89 12.90
O 0.27 -23.69 12.13
O 2.85 -22.68 11.32
H 3.22 -22.86 13.35
H 1.81 -21.84 12.95
H 1.09 -23.86 13.96
H 1.93 -24.79 12.66
H 0.19 -24.24 11.35
H 1.99 -22.58 10.74
C -5.09 -17.47 5.72
C -4.63 -18.97 5.99
O -3.28 -18.90 6.50
O -4.88 -16.69 6.91
H -6.19 -17.39 5.52
H -4.61 -16.97 4.89
H -4.61 -19.59 5.14
H -5.24 -19.27 6.78
H -3.27 -19.04 7.44
H -4.96 -15.76 6.67
C -4.52 -17.29 10.40
C -5.04 -18.49 9.70
O -3.87 -19.10 9.25
O -3.51 -17.66 11.41
H -5.26 -16.60 10.78
H -4.05 -16.64 9.67
H -5.65 -18.23 8.84
H -5.64 -19.15 10.26
H -3.96 -20.03 9.33
H -3.96 -17.80 12.23
C 5.20 -23.76 7.98
C 6.59 -23.30 8.38
O 6.63 -23.12 9.77
O 4.08 -22.97 8.46
H 5.07 -24.76 8.36
H 5.04 -23.84 6.91
H 6.88 -22.44 7.84
H 7.26 -24.14 8.09
H 6.85 -23.96 10.23
H 3.95 -23.21 9.42
C -0.91 -19.22 12.12
C -1.74 -20.48 11.81
O -1.46 -21.16 10.57
O -0.58 -18.39 11.05
H 0.12 -19.42 12.45
H -1.46 -18.67 12.82
H -2.82 -20.28 11.77
H -1.61 -21.10 12.67
H -0.55 -21.49 10.31
H -1.46 -17.96 10.88
C 3.19 -23.94 3.01
C 2.89 -22.52 3.42
O 3.38 -22.34 4.73
O 2.67 -24.95 3.92
H 4.29 -24.05 2.92
H 2.88 -24.22 1.99
H 1.82 -22.45 3.49
H 3.16 -21.77 2.67
H 4.11 -21.71 4.75
H 3.39 -25.53 4.13
C 3.07 -17.76 11.17
C 2.65 -19.19 10.84
O 3.72 -19.88 10.09
O 2.71 -16.94 10.02
H 4.11 -17.70 11.38
H 2.46 -17.40 12.00
H 1.68 -19.28 10.33
H 2.54 -19.70 11.78
H 3.76 -20.77 10.45
H 3.47 -17.14 9.42
C 4.47 -18.52 4.07
C 5.07 -19.11 5.27
O 5.46 -20.46 5.08
O 3.12 -18.84 4.04
H 5.00 -18.83 3.17
H 4.60 -17.42 4.09
H 4.39 -19.06 6.12
H 5.95 -18.42 5.53
H 6.23 -20.57 5.61
H 2.65 -18.42 3.31
C 7.26 -17.87 7.87
C 6.32 -17.45 9.03
O 5.02 -17.88 8.60
O 7.30 -19.33 7.74
H 8.26 -17.41 8.08
H 6.70 -17.53 7.04
H 6.30 -16.37 9.04
H 6.51 -17.89 9.97
H 4.84 -18.75 8.99
H 7.66 -19.68 8.54
C 0.74 -16.77 6.76
C -0.68 -16.82 6.13
O -0.83 -18.13 5.60
O 0.73 -17.68 7.87
H 0.98 -15.72 7.05
H 1.50 -17.06 6.06
H -0.79 -16.08 5.29
H -1.39 -16.57 6.99
H -1.78 -18.44 5.77
H 0.95 -17.23 8.77
C -5.16 -22.97 8.91
C -5.86 -22.10 7.88
O -6.66 -21.03 8.38
O -4.22 -22.13 9.49
H -4.57 -23.72 8.40
H -5.88 -23.26 9.71
H -6.37 -22.69 7.14
H -5.13 -21.47 7.40
H -7.14 -21.27 9.17
H -3.38 -22.63 9.65



# 2
Density functional theory data (ωB97M-V/def2-TZVPD) for a structure of composition C24H8Cl9IrN2O3.

As for the highest occupied orbital energy (alpha / beta): -5.7370 / -5.6911 eV. For the energy above the lowest of the compared OMol25 structures with the same formula, charge and spin, the calculation gives 2.321 eV. The value obtained for the frontier orbital gap (alpha / beta) is 4.9 / 1.3 eV. Its multiplicity is 5.

Geometry (Å):
Ir -0.62 0.22 0.47
Cl -0.20 3.57 6.58
C -0.34 2.35 5.38
C -0.52 0.99 5.77
Cl -0.61 0.60 7.44
C -0.63 0.00 4.82
Cl -0.85 -1.65 5.25
C -0.55 0.31 3.44
O -0.64 -0.58 2.53
C -0.36 1.69 3.04
O -0.30 1.96 1.79
C -0.26 2.68 4.04
Cl -0.04 4.31 3.53
C 1.56 -3.78 0.16
C 0.71 -2.74 0.55
N 0.87 -1.51 0.11
C 1.89 -1.23 -0.72
C 2.79 -2.20 -1.17
C 2.59 -3.52 -0.71
C 3.86 -1.83 -2.05
C 4.04 -0.55 -2.42
C 3.15 0.49 -1.95
C 3.32 1.85 -2.26
C 2.46 2.77 -1.74
C 1.41 2.34 -0.92
N 1.22 1.07 -0.64
C 2.08 0.15 -1.12
H 1.39 -4.78 0.54
H -0.11 -2.90 1.24
H 3.26 -4.30 -1.03
H 4.53 -2.60 -2.40
H 4.85 -0.27 -3.07
H 4.14 2.15 -2.90
H 2.57 3.83 -1.95
H 0.70 3.03 -0.48
Cl -6.84 -0.07 -3.51
C -5.23 -0.12 -2.90
C -4.97 0.22 -1.58
Cl -6.25 0.70 -0.55
C -3.67 0.19 -1.10
Cl -3.36 0.62 0.55
C -2.57 -0.20 -1.91
O -1.35 -0.25 -1.51
C -2.88 -0.55 -3.26
Cl -1.57 -1.02 -4.26
C -4.18 -0.51 -3.74
Cl -4.50 -0.94 -5.37



# 3
Density functional theory data (ωB97M-V/def2-TZVPD) for a cluster of 18 separate species, C24H90N6O18 in total.

As for the highest occupied orbital energy: -9.1216 eV. For the energy above the lowest of the compared OMol25 structures with the same formula, charge and spin, the calculation gives 2.511 eV. The value obtained for the frontier orbital gap is 9.4 eV. Its multiplicity is 1.

Geometry (Å):
O 5.80 -20.43 9.80
H 5.11 -20.57 9.10
H 5.22 -20.39 10.57
O 1.08 -26.86 16.55
H 0.37 -26.24 16.67
H 1.39 -26.76 15.62
O 2.51 -21.12 11.50
H 2.08 -21.19 12.39
H 2.58 -20.18 11.34
O 6.92 -27.58 10.84
H 6.55 -26.87 10.29
H 7.79 -27.28 11.09
O 4.03 -29.77 15.23
H 3.67 -29.08 15.83
H 4.74 -30.27 15.69
O 6.78 -23.37 10.21
H 6.57 -22.43 10.21
H 6.64 -23.68 9.34
O 3.87 -27.78 17.20
H 3.01 -27.47 17.53
H 4.33 -28.15 17.94
O 5.30 -23.17 7.70
H 5.58 -23.81 6.96
H 4.46 -23.41 8.12
O 8.85 -25.17 11.61
H 9.27 -24.98 10.76
H 8.12 -24.61 11.45
O -2.80 -19.28 4.34
H -3.06 -18.44 4.73
H -2.64 -19.08 3.41
O 1.88 -25.64 13.98
H 2.80 -25.43 14.25
H 2.03 -26.18 13.18
O 3.32 -20.75 8.00
H 3.41 -21.50 7.36
H 2.67 -21.00 8.68
C 1.15 -17.89 16.06
C 0.71 -18.96 15.09
C 1.65 -20.30 15.09
O 1.22 -21.11 13.97
C 1.27 -22.49 14.25
N -0.75 -19.30 15.27
H 1.53 -18.30 16.98
H 0.35 -17.11 16.17
H 2.07 -17.50 15.69
H 0.65 -18.55 14.05
H 1.54 -20.78 16.06
H 2.76 -20.11 14.89
H 2.09 -22.79 14.83
H 1.20 -23.03 13.29
H 0.36 -22.85 14.80
H -0.90 -19.49 16.27
H -0.97 -20.09 14.69
C -2.14 -23.30 15.24
C -2.58 -24.60 15.86
C -3.89 -25.07 15.27
O -4.13 -26.42 15.70
C -5.16 -26.98 14.99
N -1.57 -25.60 15.61
H -1.34 -22.81 15.77
H -3.03 -22.68 15.27
H -1.84 -23.40 14.17
H -2.74 -24.45 16.96
H -3.80 -25.05 14.14
H -4.73 -24.47 15.54
H -6.04 -26.38 14.90
H -5.50 -27.87 15.45
H -4.80 -27.40 14.06
H -1.89 -26.55 15.59
H -0.98 -25.41 14.77
C 1.27 -24.80 10.40
C 2.72 -24.76 10.81
C 3.42 -26.14 10.85
O 2.79 -27.11 11.70
C 3.02 -28.49 11.38
N 3.42 -23.87 9.84
H 0.72 -25.53 11.00
H 1.24 -25.10 9.36
H 0.92 -23.80 10.57
H 2.76 -24.39 11.86
H 4.48 -26.08 11.07
H 3.33 -26.60 9.84
H 3.92 -28.87 11.84
H 3.24 -28.64 10.33
H 2.18 -29.09 11.56
H 2.96 -22.98 10.01
H 4.44 -23.69 10.11
C 5.08 -27.11 5.83
C 4.65 -25.87 5.04
C 3.36 -25.38 5.70
O 2.96 -24.16 5.11
C 1.83 -23.48 5.77
N 5.67 -24.85 5.19
H 5.62 -27.85 5.21
H 4.17 -27.58 6.15
H 5.71 -26.76 6.62
H 4.40 -26.13 3.98
H 3.58 -25.23 6.79
H 2.59 -26.15 5.72
H 0.85 -23.93 5.57
H 1.83 -22.44 5.42
H 1.89 -23.54 6.90
H 6.54 -25.13 4.75
H 5.28 -24.01 4.66
C -1.35 -24.81 2.98
C -2.12 -23.48 3.02
C -2.45 -22.99 4.47
O -1.24 -22.93 5.23
C -1.32 -22.27 6.48
N -1.32 -22.52 2.23
H -2.02 -25.65 3.26
H -0.66 -24.63 3.73
H -0.99 -25.08 1.97
H -3.16 -23.57 2.53
H -3.21 -23.56 5.05
H -2.94 -21.99 4.43
H -1.81 -21.26 6.40
H -0.37 -22.27 7.03
H -2.05 -22.87 7.09
H -0.36 -22.49 2.56
H -1.68 -21.60 2.34
C 5.67 -23.92 13.38
C 5.81 -25.27 14.08
C 7.13 -25.56 14.67
O 7.33 -24.63 15.76
C 8.04 -25.19 16.86
N 4.67 -25.37 15.00
H 6.30 -23.72 12.47
H 5.85 -23.03 14.00
H 4.71 -23.84 12.92
H 5.71 -26.07 13.36
H 7.96 -25.43 13.97
H 7.12 -26.55 15.11
H 8.93 -25.67 16.55
H 7.41 -25.95 17.42
H 8.26 -24.41 17.55
H 4.70 -26.28 15.45
H 4.80 -24.69 15.80



# 4
Density functional theory data (ωB97M-V/def2-TZVPD) for a structure of composition C24H9BrF4MgN8O4.

As for the highest occupied orbital energy: -14.4721 eV. For the energy above the lowest of the compared OMol25 structures with the same formula, charge and spin, the calculation gives 0.167 eV. The net charge is +2. The value obtained for the frontier orbital gap is 6.1 eV. Its multiplicity is 1.

Geometry (Å):
Mg -1.22 -0.74 -0.16
F 1.66 0.49 2.75
C 2.97 0.76 2.84
C 3.51 0.98 4.05
F 2.74 0.92 5.11
C 4.93 1.28 4.21
C 5.68 1.32 2.98
C 5.12 1.10 1.77
F 5.87 1.15 0.69
C 3.72 0.80 1.62
C 3.15 0.57 0.39
C 1.79 0.22 0.21
N 0.73 -0.17 -0.04
C 3.82 0.65 -0.87
N 4.28 0.76 -1.93
F 6.97 1.58 3.04
C 5.49 1.51 5.43
C 6.87 1.83 5.62
N 7.97 2.12 5.82
C 4.76 1.46 6.66
N 4.22 1.42 7.68
N -1.52 -3.59 -4.96
C -2.25 -4.37 -4.12
O -3.04 -5.21 -4.47
C -2.10 -4.10 -2.63
C -2.44 -5.13 -1.76
C -2.35 -4.92 -0.39
C -1.96 -3.67 0.06
N -1.66 -2.66 -0.77
C -1.72 -2.88 -2.10
H -1.58 -3.82 -5.94
H -0.66 -3.17 -4.65
H -2.77 -6.07 -2.17
H -2.59 -5.69 0.32
H -1.89 -3.47 1.12
H -1.50 -2.04 -2.75
O -3.19 0.12 2.25
N -2.77 0.26 1.19
Br -3.70 4.07 -5.34
C -3.89 3.79 -3.50
C -4.62 4.72 -2.73
N -4.80 4.60 -1.42
C -4.29 3.55 -0.80
C -3.56 2.57 -1.49
C -3.35 2.70 -2.87
C -2.98 1.45 -0.81
O -3.41 1.32 0.50
O -2.20 0.62 -1.28
H -5.06 5.58 -3.21
H -4.46 3.48 0.26
H -2.78 1.96 -3.42



# 5
Density functional theory data (ωB97M-V/def2-TZVPD) for a structure of composition C25H15Cl5FeNOS4.

As for the highest occupied orbital energy (alpha / beta): -7.4983 / -7.6765 eV. For the energy above the lowest of the compared OMol25 structures with the same formula, charge and spin, the calculation gives 0.720 eV. The value obtained for the frontier orbital gap (alpha / beta) is 7.4 / 5.9 eV. Its multiplicity is 6.

Geometry (Å):
Fe -0.11 -0.36 -0.17
S 1.57 -1.47 -1.68
C 2.32 0.13 -1.64
C 3.65 0.24 -1.22
C 4.22 1.49 -1.00
C 3.49 2.65 -1.22
C 2.19 2.56 -1.69
C 1.61 1.31 -1.89
S -0.05 1.10 -2.51
C -1.03 2.37 -1.67
C -2.25 1.74 -1.05
C -3.50 2.30 -1.25
C -4.61 1.70 -0.67
C -4.43 0.57 0.10
C -3.14 0.06 0.26
C -2.97 -1.14 1.18
S -1.35 -1.95 1.23
C -1.56 -3.41 0.24
C -1.78 -4.61 0.92
C -1.86 -5.80 0.22
C -1.72 -5.80 -1.16
C -1.50 -4.62 -1.84
C -1.43 -3.39 -1.16
S -1.21 -1.92 -2.07
N -2.09 0.63 -0.31
H 4.21 -0.66 -1.02
H 5.24 1.55 -0.64
H 3.94 3.62 -1.05
H 1.62 3.45 -1.91
H -1.34 3.14 -2.38
H -0.42 2.85 -0.90
H -3.60 3.18 -1.86
H -5.60 2.11 -0.82
H -5.26 0.07 0.57
H -3.73 -1.88 0.95
H -3.16 -0.80 2.20
H -1.87 -4.59 1.99
H -2.03 -6.73 0.76
H -1.76 -6.73 -1.71
H -1.38 -4.62 -2.91
Cl 4.42 4.10 3.62
C 3.47 2.82 2.95
C 2.14 3.04 2.62
Cl 1.42 4.58 2.88
C 1.39 2.01 2.06
Cl -0.28 2.24 1.66
C 1.94 0.75 1.78
O 1.28 -0.19 1.18
C 3.27 0.54 2.19
Cl 3.95 -1.02 1.93
C 4.03 1.56 2.75
Cl 5.67 1.28 3.18



# 6
Density functional theory data (ωB97M-V/def2-TZVPD) for the molecule C25H15N5O3.

As for the highest occupied orbital energy: -8.3934 eV. For the energy above the lowest of the compared OMol25 structures with the same formula, charge and spin, the calculation gives 0.361 eV. As for the structure (SMILES): N#C/C(C(N)=O)=C1\N=C(Nc2ccc(N3C(=O)c4ccccc4C3=O)cc2)c2ccccc21. The value obtained for the frontier orbital gap is 7.1 eV. Its multiplicity is 1.

Geometry (Å):
N 4.11 -1.42 -2.72
O 5.44 -4.31 0.37
O -0.33 4.73 -0.30
O -4.37 2.65 -0.81
C 3.88 -2.10 -1.80
N 1.60 -2.31 -0.05
C 4.94 -3.99 -0.69
C -1.52 4.52 -0.59
C -3.46 3.48 -0.86
C 0.82 -2.49 0.95
C 3.75 -3.14 -0.80
C 2.61 -3.26 0.02
C -3.42 7.48 -2.12
C -4.69 6.86 -2.23
C 1.05 -5.66 3.10
C 2.21 -6.14 2.55
C -2.32 6.78 -1.62
C -4.82 5.49 -1.86
C 0.50 -4.48 2.61
C 2.80 -5.44 1.48
C 0.04 0.35 0.04
C -1.88 0.04 1.47
C -0.42 1.65 -0.28
C -2.34 1.31 1.08
C -2.44 5.45 -1.25
C -3.67 4.81 -1.36
C 1.15 -3.73 1.60
C 2.28 -4.21 1.05
C -0.70 -0.48 0.92
C -1.64 2.13 0.20
N 5.74 -4.22 -1.78
N -0.29 -1.75 1.37
N -2.19 3.33 -0.28
H -3.27 8.49 -2.47
H -5.55 7.39 -2.63
H 0.56 -6.15 3.89
H 2.73 -7.05 2.93
H -1.34 7.26 -1.53
H -5.78 4.96 -1.88
H -0.42 -4.13 3.01
H 3.70 -5.79 1.02
H 1.01 0.08 -0.41
H -2.47 -0.60 2.13
H 0.17 2.28 -0.97
H -3.28 1.71 1.43
H 5.65 -3.66 -2.62
H 6.67 -4.61 -1.49
H -0.80 -2.09 2.19



Number 1: DFT total energy -131429.617 eV. Number 2: DFT total energy -149678.075 eV. Number 3: DFT total energy -72140.473 eV. Number 4: DFT total energy -131483.336 eV. Number 5: DFT total energy -170048.187 eV. Number 6: DFT total energy -39761.528 eV.